# 1
# C6H8N2O

One molecule with the formula C6H8N2O (ωB97M-V/def2-TZVPD, the OMol25 dataset).

Cartesian coordinates (Å):
1 C -2.449 -0.125 -0.547
2 C -1.078 -0.127 0.042
3 C -0.625 -0.962 1.131
4 N -0.107 -1.206 -0.190
5 C 1.190 -0.531 -0.411
6 O 2.290 -1.074 -0.294
7 C 1.028 0.988 -0.487
8 N 0.702 1.738 0.703
9 C -0.402 1.194 -0.096
10 H -3.062 0.688 0.001
11 H -3.071 -1.169 -0.626
12 H -2.527 0.318 -1.580
13 H 0.049 -0.670 1.864
14 H -1.295 -1.761 1.355
15 H 1.688 1.618 -1.130
16 H 0.772 1.210 1.534
17 H -1.020 2.014 -0.446

Calculated values
total energy: -418.06641 hartree
largest force on an atom: 3.32 eV/A

Atomic charges from the Mulliken analysis, expressed in e, are listed below:
1 C -1.4898
2 C 1.5012
3 C -0.8083
4 N -0.5019
5 C 0.3915
6 O -0.5367
7 C -0.1105
8 N -0.5597
9 C -0.5130
10 H 0.3244
11 H 0.2969
12 H 0.3362
13 H 0.2791
14 H 0.2284
15 H 0.3689
16 H 0.2820
17 H 0.5110



# 2
# C7H13O

A 2-piece molecular cluster, C7H13O overall (ωB97M-V/def2-TZVPD, the OMol25 dataset).

Cartesian coordinates (Å):
1 C 0.175 2.609 -1.313
2 O -0.417 3.593 -1.991
3 C -0.859 1.624 -0.658
4 C -0.222 0.483 0.065
5 C -0.998 -0.671 0.598
6 C 0.752 -2.149 -0.245
7 C 0.145 -1.582 0.944
8 C 0.653 -1.720 2.181
9 H 0.814 2.952 -0.445
10 H 0.860 1.972 -1.946
11 H -1.442 1.195 -1.482
12 H -1.563 2.213 -0.070
13 H 0.527 0.828 0.781
14 H 0.512 -0.215 -0.595
15 H -1.675 -0.391 1.404
16 H -1.512 -1.198 -0.204
17 H 1.228 -3.119 -0.253
18 H 0.119 -1.977 -1.109
19 H 1.217 -0.745 -1.017
20 H 0.184 -1.318 3.061
21 H 1.501 -2.385 2.294

Calculated values
net charge: -1
total energy: -349.55731 hartree
largest force on an atom: 3.92 eV/A

Atomic charges from the Mulliken analysis, expressed in e, are listed below:
1 C -0.4649
2 O -0.8710
3 C -0.4361
4 C -0.1053
5 C -0.6594
6 C -1.4630
7 C 0.7889
8 C -1.1784
9 H 0.1423
10 H 0.1478
11 H 0.2114
12 H 0.2966
13 H 0.3952
14 H -0.5492
15 H 0.3731
16 H 0.2821
17 H 0.3749
18 H 0.4545
19 H 0.6568
20 H 0.3062
21 H 0.2975



# 3
# C5H6N2

One molecule with the formula C5H6N2 (ωB97M-V/def2-TZVPD, the OMol25 dataset).

Cartesian coordinates (Å):
1 C -2.081 -0.313 -0.579
2 C -1.385 0.890 0.118
3 C 0.111 0.494 0.654
4 N 0.335 -0.813 0.789
5 C 1.012 -0.371 -0.294
6 C 2.431 -0.230 -0.199
7 N 3.489 0.531 -0.386
8 H -3.104 -0.012 -1.103
9 H -1.468 -1.277 -0.538
10 H -1.751 1.829 -0.093
11 H 0.750 1.113 1.242
12 H 0.960 -0.987 1.682
13 H 0.701 -0.853 -1.295

Calculated values
total energy: -303.39781 hartree
largest force on an atom: 13.47 eV/A

Atomic charges from the Mulliken analysis, expressed in e, are listed below:
1 C -0.5651
2 C -0.5068
3 C 0.0004
4 N -0.5618
5 C 0.3203
6 C -0.2085
7 N -0.4284
8 H 0.2348
9 H 0.2781
10 H 0.4216
11 H 0.4561
12 H 0.3431
13 H 0.2162



# 4
# C2H5NP2

A 2-piece molecular cluster, C2H5NP2 overall (ωB97M-V/def2-TZVPD, the OMol25 dataset).

Cartesian coordinates (Å):
1 C -0.324 0.039 -2.132
2 C 0.261 0.297 2.028
3 N 0.775 1.073 0.965
4 P -0.113 -1.579 -1.944
5 P 1.177 1.527 -0.405
6 H -0.815 0.632 -2.822
7 H 0.620 -0.773 1.856
8 H -0.756 0.313 2.120
9 H 0.634 0.580 2.930
10 H -1.459 -2.110 -2.597

Calculated values
⟨S²⟩: 2.034
total energy: -816.44078 hartree
largest force on an atom: 4.47 eV/A
multiplicity: 3

Atomic charges from the Mulliken analysis, expressed in e, are listed below:
1 C -0.3568
2 C -0.6343
3 N 0.0110
4 P -0.1171
5 P -0.1730
6 H 0.4001
7 H 0.2333
8 H 0.2807
9 H 0.3036
10 H 0.0525



- Look up the total energy of the second one.
  -349.55731 hartree



- total energy of number 1 (C6H8N2O)?
  -418.06641 hartree